1.
This record from the OMol25 dataset describes a 2-piece molecular cluster, C7H12O3 overall. The level of theory is ωB97M-V with the def2-TZVPD basis set.

Results
LUMO energy in eV: 0.6
HOMO in eV: -9.9
ΔE to the lowest compared entry with this formula, charge and spin in kcal per mole: 68.93

```
22
Properties=species:S:1:pos:R:3:nbo_charge:R:1
C 1.000 -3.096 -1.532 -0.24
C 0.453 -2.115 -1.078 -0.01
C -0.203 -0.935 -0.503 -0.35
C -0.730 -0.054 -1.657 -0.04
O -1.563 0.983 -1.216 -0.70
C 0.744 -0.177 0.448 -0.30
C 1.655 0.860 -0.192 -0.61
C 0.253 0.062 1.844 0.45
O -0.810 -0.322 2.329 -0.56
H 1.388 -4.006 -1.954 0.24
H -1.068 -1.290 0.078 0.27
H 0.117 0.401 -2.190 0.16
H -1.258 -0.699 -2.378 0.19
H -0.999 1.710 -0.896 0.47
H 1.505 -0.932 0.897 0.25
H 2.407 1.213 0.526 0.22
H 2.198 0.408 -1.034 0.23
H 1.082 1.718 -0.569 0.20
H 1.043 0.344 2.575 0.12
O -2.361 2.027 1.758 -0.95
H -2.500 1.174 2.327 0.49
H -2.352 2.728 2.416 0.46
```

---

2.
This record from the OMol25 dataset describes a 2-piece molecular cluster, C7H12O3 overall. The level of theory is ωB97M-V with the def2-TZVPD basis set.

Results
LUMO energy in eV: 0.8
HOMO in eV: -9.1
ΔE to the lowest compared entry with this formula, charge and spin in kcal per mole: 49.41

```
22
Properties=species:S:1:pos:R:3:nbo_charge:R:1
C -0.411 2.443 -0.816 -0.26
O -0.507 1.022 -0.863 -0.50
C -1.423 0.485 -0.044 0.99
O -2.287 1.101 0.535 -0.65
O -1.243 -0.807 0.000 -0.51
C -2.043 -1.623 0.854 -0.26
H 0.650 2.714 -0.951 0.19
H -0.971 2.875 -1.647 0.19
H -0.782 2.852 0.139 0.21
H -2.968 -1.930 0.346 0.19
H -1.437 -2.554 1.005 0.19
H -2.237 -1.156 1.826 0.21
C 2.435 0.887 1.134 -0.68
C 2.008 -0.284 0.384 -0.03
C 1.481 -1.086 -0.347 0.00
C 0.670 -1.970 -1.212 -0.66
H 2.870 1.602 0.452 0.23
H 1.557 1.327 1.606 0.23
H 3.207 0.671 1.882 0.23
H 1.342 -2.519 -1.864 0.22
H 0.105 -2.684 -0.620 0.22
H -0.016 -1.368 -1.800 0.24
```

---

3.
This record from the OMol25 dataset describes one molecule with the formula C7H12O5S. The level of theory is ωB97M-V with the def2-TZVPD basis set.

Results
LUMO energy in eV: 0.6
HOMO in eV: -9.5
ΔE to the lowest compared entry with this formula, charge and spin in kcal per mole: 65.66

```
25
Properties=species:S:1:pos:R:3:nbo_charge:R:1
C -1.260 1.305 -0.683 -0.09
C 0.264 -1.451 -0.079 -0.14
C -1.563 -0.474 0.890 0.05
C -0.374 0.519 1.242 0.02
C -2.261 0.216 -0.320 0.04
C 0.807 -0.281 0.696 0.12
C 2.534 -0.263 -1.414 -0.83
O 2.889 1.390 0.642 -0.96
O -0.621 1.683 0.485 -0.51
O -1.056 -1.668 0.364 -0.51
O -3.450 0.862 0.032 -0.69
O 1.734 -0.744 1.641 -0.74
S 1.828 1.061 -0.365 1.18
H -0.466 0.997 -1.332 0.15
H -1.714 2.160 -1.210 0.22
H 0.140 -1.143 -1.065 0.18
H 0.751 -2.393 0.159 0.23
H -2.284 -0.594 1.675 0.20
H -0.124 0.748 2.327 0.24
H -2.489 -0.570 -1.014 0.19
H 2.306 -0.198 -2.417 0.23
H 2.265 -1.222 -0.975 0.23
H 3.604 -0.166 -1.187 0.25
H -3.984 0.225 0.342 0.46
H 2.525 -0.001 1.567 0.50
```

---

4.
This record from the OMol25 dataset describes one molecule with the formula C7H12OSi. The level of theory is ωB97M-V with the def2-TZVPD basis set.

Results
LUMO energy in eV: 0.9
HOMO in eV: -8.4
ΔE to the lowest compared entry with this formula, charge and spin in kcal per mole: 85.13

```
21
Properties=species:S:1:pos:R:3:nbo_charge:R:1
C -0.809 0.767 -1.807 -1.15
Si -0.084 -0.431 -0.638 1.60
C -1.365 -1.691 -0.004 -1.10
C 1.496 -1.206 -1.271 -1.15
C 0.250 0.779 1.138 -0.48
C 0.771 -0.046 2.215 0.42
O 1.005 -1.215 2.244 -0.55
C -0.608 2.031 1.433 -0.16
C 0.644 2.248 1.189 -0.18
H -1.323 0.079 -2.567 0.23
H -1.633 1.324 -1.455 0.24
H -0.129 1.386 -2.370 0.24
H -1.141 -1.869 1.059 0.26
H -2.331 -1.447 -0.347 0.23
H -1.122 -2.553 -0.557 0.23
H 1.926 -0.616 -2.100 0.25
H 1.969 -1.399 -0.326 0.26
H 1.403 -2.217 -1.696 0.25
H 1.228 0.620 2.973 0.08
H -1.503 2.348 1.838 0.23
H 1.356 3.108 1.049 0.24
```

---

5.
This record from the OMol25 dataset describes a 2-piece molecular cluster, C7H12Si overall. The level of theory is ωB97M-V with the def2-TZVPD basis set.

Results
LUMO energy (spin up / spin down) in eV: -0.2 / 0.0
HOMO (spin up / spin down) in eV: -8.9 / -6.5
ΔE to the lowest compared entry with this formula, charge and spin in kcal per mole: 145.69

```
20
Properties=species:S:1:pos:R:3:nbo_charge:R:1
C 0.294 2.970 2.094 -0.16
C 0.370 1.951 1.441 -0.55
C 2.800 -0.627 -0.308 -0.36
C 1.562 -0.461 -0.723 -0.66
C -0.774 -1.990 1.249 -0.62
C -1.602 1.126 -2.673 -0.50
C -1.240 -0.568 0.767 -0.83
Si 0.295 0.528 0.286 1.25
H 0.071 3.721 2.758 0.22
H 3.535 -1.082 -1.012 0.19
H 3.394 -0.337 0.680 0.22
H 1.144 -0.728 -1.682 0.24
H -1.602 -2.651 1.592 0.22
H -0.227 -2.364 0.384 0.20
H 0.156 -1.946 1.875 0.21
H -1.368 0.098 -2.459 0.16
H -2.421 1.500 -3.212 0.17
H -0.715 1.703 -2.640 0.16
H -1.661 -0.115 1.614 0.23
H -2.011 -0.728 -0.030 0.23
```

---

6.
This record from the OMol25 dataset describes C7H13AlCl6F2KN3O10S3 as an isolated structure. The level of theory is ωB97M-V with the def2-TZVPD basis set.

Results
LUMO energy in eV: -6.1
HOMO in eV: -7.3
ΔE to the lowest compared entry with this formula, charge and spin in kcal per mole: 141.38

```
46
Properties=species:S:1:pos:R:3:mulliken_charge:R:1
C 4.023 -1.086 1.950 -0.61
S 2.333 -0.662 2.544 0.32
Cl 1.144 -2.206 1.820 0.05
H 4.485 -0.130 1.577 0.42
H 4.630 -1.465 2.848 0.18
H 4.003 -1.796 1.084 0.39
H 1.964 0.467 1.818 0.24
Cl 0.932 -1.835 4.175 -0.64
K -1.372 -2.459 4.229 0.79
N -0.902 2.699 -0.924 -0.18
S 0.040 3.581 -1.822 1.00
O 0.902 2.888 -2.745 -0.48
O 0.557 4.789 -1.247 -0.56
F -1.086 4.185 -2.854 -0.14
S -0.105 1.891 0.162 1.00
O -0.880 0.843 0.776 -0.58
O 0.742 2.631 1.065 -0.57
F 0.950 1.046 -0.690 -0.21
C 2.954 0.121 -5.057 -0.30
C 1.928 1.120 -5.508 -0.03
O 2.442 1.554 -6.766 -0.32
C 3.250 0.569 -7.236 0.63
O 3.705 0.539 -8.334 -0.52
O 3.471 -0.380 -6.287 -0.34
H 2.522 -0.683 -4.461 0.29
H 3.769 0.582 -4.493 0.26
H 0.945 0.669 -5.664 0.21
H 1.829 1.956 -4.819 0.16
Cl -2.739 5.314 -3.041 0.04
Al 4.649 -1.551 4.607 0.72
C -6.722 -1.679 5.648 -0.78
C -5.323 -2.044 5.452 0.39
N -4.215 -2.339 5.297 -0.31
H -6.819 -0.635 5.948 0.30
H -7.300 -1.815 4.733 0.28
H -7.187 -2.289 6.424 0.28
C -4.895 1.718 -3.885 -0.34
Cl -3.394 2.560 -3.479 -0.03
Cl -6.016 2.781 -4.744 -0.16
H -4.661 0.867 -4.519 0.28
H -5.366 1.378 -2.967 0.28
N 3.670 -5.355 5.750 0.78
O 4.317 -6.068 4.957 -0.59
O 4.160 -5.044 6.855 -0.59
O 2.537 -4.928 5.426 -0.57
Cl -3.869 -0.298 6.396 -0.41
```